No. 1
{
  "formula": "C21H19NO4",
  "method": "ωB97M-V/def2-TZVPD",
  "homo_ev": -8.67,
  "e_lumo_ev": -0.03,
  "total_charge": 0,
  "de_lowest_kcal_mol": 24.89,
  "homo_lumo_gap_ev": 8.64,
  "smiles": "COc1ccc(C(C)=O)cc1COC(=O)c1cc(C)nc2ccccc12",
  "spin_multiplicity": 1,
  "symbols": ["C", "H", "O", "C", "C", "C", "C", "C", "C", "C", "H", "H", "O", "C", "O", "C", "C", "C", "N", "C", "C", "C", "C", "C", "C", "H", "H", "H", "H", "C", "H", "H", "H", "H", "H", "C", "O", "C", "H", "H", "H", "H", "H", "H", "H"],
  "coordinates": [[3.392911, 3.568672, 0.907499], [4.443361, 3.447535, 1.189632], [2.628685, 2.440678, 1.263012], [2.939704, 1.237439, 0.723879], [3.971549, 1.025934, -0.187893], [4.219919, -0.236360, -0.691712], [3.450668, -1.326208, -0.295359], [2.420969, -1.110019, 0.624347], [2.158022, 0.143096, 1.136757], [1.013151, 0.354844, 2.091745], [0.864086, -0.536771, 2.709143], [1.185451, 1.235475, 2.712303], [-0.193710, 0.621222, 1.369578], [-1.012428, -0.412845, 1.136872], [-0.810816, -1.530946, 1.539729], [-2.184435, 0.020509, 0.327255], [-2.036049, 1.052368, -0.568136], [-3.132396, 1.457788, -1.359857], [-4.304102, 0.888836, -1.273386], [-4.489561, -0.122818, -0.403544], [-5.771430, -0.706587, -0.336169], [-6.016820, -1.735418, 0.529057], [-4.996016, -2.220539, 1.360365], [-3.741352, -1.675596, 1.320615], [-3.451155, -0.617977, 0.437248], [-2.958179, -2.058563, 1.954648], [-5.207791, -3.033981, 2.038470], [-6.999164, -2.181940, 0.579806], [-6.537514, -0.311450, -0.984687], [-2.974984, 2.576717, -2.340208], [-2.202246, 2.333374, -3.067635], [-3.915482, 2.744066, -2.856142], [-2.678644, 3.488732, -1.824567], [-1.083673, 1.548125, -0.675737], [1.820798, -1.955298, 0.929344], [3.668520, -2.708467, -0.786470], [3.048430, -3.645675, -0.336770], [4.701258, -2.895184, -1.873934], [4.466140, -2.269615, -2.731752], [5.686656, -2.624373, -1.500816], [4.711613, -3.938507, -2.178510], [5.028835, -0.357786, -1.394816], [4.589253, 1.847512, -0.514982], [2.964194, 4.399472, 1.465653], [3.323769, 3.780509, -0.163882]],
  "atomic_forces_ev_per_a": [[0.155, 0.252, -0.064], [-0.049, -0.011, -0.025], [-0.184, -0.344, 0.029], [0.081, -0.340, -0.093], [-0.018, 0.474, 0.120], [-0.197, -0.346, 0.070], [-0.206, 0.334, 0.274], [0.181, 0.044, -0.082], [-0.191, 0.242, 0.111], [0.388, -0.255, 0.289], [0.064, 0.231, -0.072], [-0.092, -0.181, -0.065], [-0.175, 0.333, -0.106], [0.123, -0.166, 0.170], [-0.024, 0.057, -0.093], [-0.142, 0.371, -0.435], [-0.011, -0.426, 0.386], [-0.150, -0.049, -0.053], [-0.086, 0.419, -0.405], [0.335, -0.437, 0.508], [-0.085, -0.164, 0.135], [-0.106, 0.149, -0.190], [0.235, 0.014, 0.109], [-0.118, -0.254, 0.199], [-0.166, 0.203, -0.285], [0.006, -0.040, 0.022], [0.019, -0.059, 0.064], [-0.083, -0.013, -0.022], [-0.064, 0.049, -0.070], [0.017, 0.001, -0.001], [0.074, 0.049, -0.082], [-0.016, 0.016, -0.021], [0.050, 0.109, -0.017], [0.063, 0.043, 0.026], [-0.061, -0.054, 0.054], [0.247, -0.119, -0.249], [-0.023, 0.013, 0.003], [-0.131, -0.301, 0.051], [0.046, 0.093, -0.083], [0.114, 0.076, -0.020], [-0.010, 0.002, 0.020], [0.075, -0.031, -0.081], [0.036, 0.083, -0.005], [0.068, -0.035, -0.065], [0.008, -0.033, 0.044]],
  "lowdin_charge": [-0.07, 0.10, -0.07, -0.22, 0.00, -0.02, -0.15, 0.06, -0.10, -0.08, 0.13, 0.13, 0.02, -0.42, 0.12, -0.04, 0.06, -0.32, 0.16, -0.21, -0.02, -0.08, -0.07, -0.01, -0.08, 0.11, 0.10, 0.10, 0.11, -0.03, 0.08, 0.08, 0.08, 0.13, 0.13, -0.41, 0.09, -0.02, 0.09, 0.09, 0.08, 0.11, 0.10, 0.10, 0.10]
}

No. 2
{
  "formula": "C21H19NO6",
  "method": "ωB97M-V/def2-TZVPD",
  "homo_ev": -8.16,
  "e_lumo_ev": -0.12,
  "total_charge": 0,
  "de_lowest_kcal_mol": 82.31,
  "homo_lumo_gap_ev": 8.05,
  "smiles": "CN(C)CCc1cc2c(cc1/C=C1/OC(=O)c3c1ccc1c3OCO1)OCO2",
  "spin_multiplicity": 1,
  "symbols": ["O", "O", "O", "O", "O", "O", "C", "C", "C", "C", "C", "C", "C", "C", "C", "C", "C", "C", "C", "C", "C", "N", "C", "C", "C", "C", "C", "C", "H", "H", "H", "H", "H", "H", "H", "H", "H", "H", "H", "H", "H", "H", "H", "H", "H", "H", "H"],
  "coordinates": [[-3.478843, -1.859540, 2.909738], [-1.464974, -0.751863, 2.553554], [1.369692, 4.616513, -0.611380], [2.577492, 3.692695, -2.369794], [-5.898514, 0.517600, -0.976401], [-5.659728, -0.710437, 1.000232], [-2.777108, -1.038414, 2.313983], [-0.998304, 0.033922, 1.547389], [0.351368, 0.327973, 1.504971], [-3.518553, 1.196506, -1.147687], [-2.237028, 1.153749, -0.578245], [0.821728, 2.488088, 0.443822], [2.307770, 1.307085, -1.609100], [1.406124, 3.274141, -0.526956], [2.116239, 2.702991, -1.534232], [-4.604555, 0.545881, -0.597142], [-4.465251, -0.173148, 0.577266], [-3.168997, -0.310805, 1.126901], [-2.070996, 0.379810, 0.615203], [0.909793, 1.081263, 0.403777], [1.654815, 0.487700, -0.650759], [3.099593, -2.987530, 0.094673], [2.102369, 4.915873, -1.808872], [-6.578478, -0.343438, -0.052789], [4.313578, -3.469679, 0.750572], [1.917730, -3.800101, 0.410320], [1.786711, -1.005431, -0.749194], [2.901228, -1.552120, 0.141366], [0.962033, -0.089352, 2.275437], [-3.630000, 1.801662, -2.027092], [-1.381381, 1.715850, -0.992237], [0.296596, 2.981267, 1.250848], [2.928855, 0.885296, -2.393390], [2.885478, 5.629492, -1.595469], [1.393500, 5.309966, -2.557171], [-7.373361, 0.226194, 0.367279], [-6.964267, -1.255513, -0.517082], [4.289057, -3.396117, 1.859475], [4.432465, -4.510544, 0.448063], [5.248697, -2.921827, 0.374291], [2.134397, -4.863185, 0.341476], [1.640664, -3.612609, 1.433098], [1.049441, -3.563919, -0.224045], [1.951080, -1.294300, -1.767590], [0.819318, -1.441132, -0.432249], [2.770055, -1.227378, 1.193060], [3.832469, -1.093131, -0.217914]],
  "atomic_forces_ev_per_a": [[2.218, 1.975, -0.637], [-0.620, -0.667, 0.808], [0.482, 0.677, -0.374], [0.553, -0.180, 0.332], [-0.561, -0.191, -0.531], [0.740, 0.671, -0.976], [-2.314, -2.505, 0.916], [3.848, 1.402, -0.877], [-3.625, -1.186, 0.045], [0.647, 0.486, -0.346], [0.539, -0.677, 1.412], [-0.184, 0.068, 0.241], [-0.676, 1.012, 0.424], [-0.836, -1.351, 1.151], [0.686, -1.484, -0.635], [0.725, -0.413, 1.216], [1.385, -0.709, 0.545], [-1.926, 0.789, -0.459], [-1.020, 0.296, -1.187], [1.442, 1.375, -1.374], [0.220, 0.806, 0.040], [-0.070, -0.524, -1.000], [-1.296, 0.063, -0.875], [0.348, -0.204, 0.214], [0.548, 0.755, -0.619], [0.455, 0.656, -0.123], [-0.802, -0.314, 1.046], [0.644, -0.059, 0.294], [0.391, -0.174, 0.377], [-0.240, 0.094, -0.337], [-0.777, -0.401, 0.124], [-0.090, -0.095, 0.094], [-0.189, -0.033, 0.061], [0.412, -0.055, 0.084], [0.232, 0.248, 0.346], [-0.723, 0.371, 0.437], [0.274, 0.119, -0.258], [-0.011, -0.018, -0.312], [0.109, -0.059, 0.272], [-1.439, -0.556, 0.495], [0.157, -0.016, -0.255], [-0.525, 0.035, 0.866], [0.493, -0.071, 0.086], [0.193, -0.257, -0.614], [0.381, 0.138, -0.208], [-0.159, 0.206, -0.149], [-0.038, -0.044, 0.222]],
  "lowdin_charge": [0.13, 0.13, 0.05, 0.03, 0.05, 0.06, -0.36, -0.18, 0.04, 0.02, 0.03, 0.06, 0.08, -0.25, -0.20, -0.22, -0.10, -0.01, -0.06, -0.19, -0.16, -0.29, -0.12, -0.09, -0.11, -0.09, -0.14, -0.21, 0.12, 0.12, 0.11, 0.14, 0.13, 0.13, 0.14, 0.13, 0.14, 0.08, 0.07, 0.10, 0.08, 0.07, 0.08, 0.11, 0.11, 0.12, 0.12]
}

Which DFT total energy belongs to each record? In order, -1167.3775, -1317.7570 hartree.